No. 1
Density functional theory data (ωB97M-V/def2-TZVPD) for C32H23IN2O7PS as an isolated structure.

Cartesian coordinates (Å):
O 5.91 -3.26 0.47
N 5.99 -2.19 -0.01
O 4.75 -1.72 -0.44
C 4.01 -1.29 0.73
C 3.09 -0.06 0.36
C 2.56 0.76 1.59
S 1.23 -0.36 2.26
C 0.93 -1.00 0.61
P -0.52 -1.94 -0.17
O -1.34 -2.68 1.12
I -1.97 -0.21 -1.27
N 1.90 -0.77 -0.24
H 3.37 -2.15 1.03
H 4.66 -1.08 1.61
H 3.55 0.54 -0.45
H 2.21 1.73 1.17
H 3.38 1.03 2.28
H -0.81 -3.45 1.40
H 1.85 -1.06 -1.21
C 5.55 7.37 1.90
C 5.20 8.71 1.83
C 3.88 9.10 2.01
C 2.90 8.14 2.27
C 3.25 6.79 2.32
C 4.58 6.41 2.15
C 2.21 5.75 2.54
O 2.51 4.57 2.59
C 0.80 6.18 2.69
C -0.20 5.21 2.84
C -1.52 5.60 3.00
C -1.86 6.95 3.01
C -0.87 7.91 2.85
C 0.46 7.53 2.68
C 1.50 8.57 2.48
O 1.20 9.75 2.49
H 6.58 7.07 1.77
H 5.95 9.46 1.62
H 3.61 10.15 1.96
H 4.85 5.36 2.20
H 0.06 4.16 2.84
H -2.29 4.85 3.11
H -2.89 7.25 3.14
H -1.14 8.96 2.86
C -3.34 -9.83 -4.30
C -4.72 -9.67 -4.36
C -5.30 -8.48 -3.96
C -4.51 -7.44 -3.48
C -3.12 -7.60 -3.40
C -2.54 -8.80 -3.82
C -2.27 -6.53 -2.85
O -1.06 -6.66 -2.78
C -2.91 -5.27 -2.38
C -2.13 -4.28 -1.81
C -2.72 -3.10 -1.38
C -4.09 -2.90 -1.52
C -4.87 -3.90 -2.08
C -4.29 -5.09 -2.51
C -5.14 -6.16 -3.07
O -6.34 -6.00 -3.19
H -2.88 -10.76 -4.62
H -5.34 -10.48 -4.72
H -6.38 -8.36 -4.01
H -1.47 -8.92 -3.77
H -1.06 -4.42 -1.70
H -2.08 -2.28 -0.91
H -4.54 -1.98 -1.19
H -5.94 -3.75 -2.19

Summary:
- HOMO-LUMO gap (eV) = 6.364
- highest occupied orbital energy (eV) = -11.50
- net charge = +1
- ΔE to the lowest compared entry with this formula, charge and spin (eV) = 2.738

***

No. 2
Density functional theory data (ωB97M-V/def2-TZVPD) for C32H24AsF6N5O11S8W as an isolated structure.

Cartesian coordinates (Å):
W 1.11 1.18 -0.07
C 0.55 -2.22 3.52
C 0.33 -0.84 2.96
N 1.29 -0.04 2.67
N 2.53 -0.48 3.10
C 3.61 0.03 2.58
S 3.92 1.09 1.27
S 5.07 -0.55 3.49
C 5.84 -1.57 2.19
C 5.17 -2.92 2.10
C 5.41 -3.92 3.03
C 4.76 -5.14 2.93
C 3.85 -5.37 1.91
C 3.59 -4.37 0.99
C 4.26 -3.15 1.08
C -1.04 -0.31 2.78
C -2.07 -0.72 3.63
C -3.34 -0.19 3.54
C -3.62 0.78 2.59
C -2.63 1.19 1.71
C -1.36 0.64 1.80
O -0.46 0.99 0.85
H 1.30 -2.73 2.91
H -0.37 -2.80 3.50
H 0.94 -2.16 4.53
H 6.89 -1.66 2.46
H 5.73 -1.02 1.26
H 6.11 -3.74 3.84
H 4.97 -5.92 3.66
H 3.33 -6.32 1.84
H 2.87 -4.51 0.20
H 4.09 -2.38 0.34
H -1.84 -1.45 4.39
H -4.12 -0.52 4.22
H -4.61 1.22 2.52
H -2.81 1.93 0.95
F -0.66 3.39 3.04
C -0.44 4.23 2.03
F -1.41 4.06 1.13
F -0.54 5.48 2.50
S 1.37 3.96 1.53
O 1.54 2.47 1.57
O 1.92 4.57 2.69
N 1.80 4.62 0.18
S 1.19 4.03 -1.25
O 0.22 3.06 -0.53
O 2.26 4.34 -2.15
C -0.11 5.37 -1.51
F -0.34 6.03 -0.38
F 0.34 6.23 -2.42
F -1.26 4.86 -1.92
O 2.42 1.92 -1.21
As 2.47 -1.20 -1.72
O 4.02 -0.67 -1.76
O 1.81 -0.42 0.17
C 1.89 -0.38 -3.60
C 2.72 -0.96 -4.56
C 2.56 -0.72 -5.91
C 1.53 0.10 -6.36
C 0.66 0.66 -5.44
C 0.84 0.41 -4.09
S -0.23 1.32 -3.01
O 0.31 2.68 -3.06
O -1.60 1.19 -3.38
O 0.05 0.61 -1.68
H 3.35 1.92 -1.45
H 3.53 -1.60 -4.22
H 3.24 -1.16 -6.63
H 1.41 0.30 -7.42
H -0.16 1.29 -5.76
S -5.16 -2.80 -3.76
C -4.07 -2.34 -2.55
S -2.44 -2.88 -2.48
C -2.14 -1.96 -0.99
N -3.20 -1.29 -0.63
N -4.26 -1.51 -1.52
C -5.44 -0.78 -1.21
C -5.29 0.55 -0.81
C -6.41 1.28 -0.44
C -7.67 0.69 -0.46
C -7.80 -0.63 -0.87
C -6.69 -1.37 -1.24
S -0.66 -2.08 -0.17
H -4.30 0.98 -0.81
H -6.29 2.30 -0.12
H -8.54 1.26 -0.17
H -8.78 -1.09 -0.90
H -6.79 -2.40 -1.55

Summary:
- HOMO-LUMO gap (spin up / spin down) (eV) = 5.472 / 5.471
- highest occupied orbital energy (spin up / spin down) (eV) = -2.48 / -2.48
- net charge = -2
- ΔE to the lowest compared entry with this formula, charge and spin (eV) = 6.669

***

No. 3
Density functional theory data (ωB97M-V/def2-TZVPD) for C32H24Br3Cl2CrN5O7 as an isolated structure.

Cartesian coordinates (Å):
Cr -0.17 0.01 0.52
C -3.42 1.26 -1.79
O -2.60 0.16 -1.41
C -2.68 -0.97 -2.13
C -3.59 -1.22 -3.15
C -3.59 -2.46 -3.77
Br -4.82 -2.76 -5.19
C -2.75 -3.47 -3.38
C -1.84 -3.23 -2.35
C -1.79 -1.98 -1.75
O -0.92 -1.73 -0.71
C -1.02 -4.34 -1.85
N -1.52 -5.53 -1.62
C -0.48 -6.28 -1.12
C -0.46 -7.61 -0.70
C 0.73 -8.12 -0.24
C 1.90 -7.33 -0.19
C 1.90 -6.01 -0.59
C 0.69 -5.50 -1.05
N 0.31 -4.25 -1.50
H -3.29 1.50 -2.85
H -3.09 2.10 -1.19
H -4.47 1.03 -1.59
H -4.30 -0.46 -3.45
H -2.78 -4.45 -3.83
H -0.47 -2.56 -0.48
H -1.36 -8.20 -0.74
H 0.78 -9.15 0.10
H 2.82 -7.77 0.17
H 2.79 -5.41 -0.55
H 0.95 -3.51 -1.76
Br 3.11 2.93 2.87
C 3.06 1.05 2.77
C 4.07 0.28 3.32
C 3.99 -1.10 3.28
Br 5.41 -2.09 4.06
C 2.90 -1.77 2.71
C 2.70 -3.18 2.68
C 1.49 -3.67 2.17
C 0.55 -2.83 1.65
N 0.75 -1.47 1.54
C 1.90 -0.96 2.13
C 1.97 0.45 2.14
O 0.98 1.13 1.56
H 4.92 0.76 3.80
H 3.45 -3.85 3.07
H 1.27 -4.73 2.22
H -0.42 -3.20 1.32
O 1.10 1.32 7.22
C -0.19 1.82 7.01
N -0.64 1.21 5.78
C -1.95 1.14 5.47
O -2.84 1.56 6.20
C -2.26 0.49 4.15
C -3.46 -0.21 3.99
C -3.72 -0.77 2.74
C -2.79 -0.64 1.73
N -1.64 0.04 1.88
C -1.41 0.61 3.07
H 1.53 1.82 7.92
H -0.20 2.91 6.91
H -0.89 1.54 7.81
H 0.08 0.77 5.23
H -4.14 -0.30 4.82
H -4.64 -1.30 2.56
H -2.97 -1.07 0.75
H -0.51 1.20 3.13
Cl 0.40 3.26 -3.13
C 1.52 2.46 -2.02
Cl 2.29 3.61 -0.92
C 0.76 1.44 -1.17
O 1.24 0.29 -1.04
O -0.31 1.77 -0.61
H 2.30 1.99 -2.61

Summary:
- HOMO-LUMO gap (spin up / spin down) (eV) = 4.641 / 6.473
- highest occupied orbital energy (spin up / spin down) (eV) = -5.22 / -7.33
- ΔE to the lowest compared entry with this formula, charge and spin (eV) = 1.887
- 2S+1 = 5